# 1
{"formula": "C29H29Br2N4OY", "method": "the ωB97M-V functional and the def2-TZVPD basis", "elements": ["Y", "O", "C", "C", "C", "C", "C", "C", "N", "H", "H", "H", "H", "H", "H", "H", "Br", "C", "C", "C", "N", "C", "C", "C", "C", "C", "Br", "C", "C", "N", "H", "H", "H", "H", "H", "H", "C", "C", "C", "C", "C", "C", "C", "C", "N", "H", "H", "H", "H", "H", "H", "C", "C", "C", "C", "C", "H", "H", "H", "H", "H", "H", "H", "H", "H", "H"], "xyz": [[0.220, -0.311, -0.449], [-1.199, 1.101, 0.950], [-1.734, 2.389, 0.693], [-1.637, 2.608, -0.789], [-2.249, 3.703, -1.382], [-2.114, 3.883, -2.746], [-1.358, 2.974, -3.470], [-0.781, 1.916, -2.800], [-0.929, 1.719, -1.481], [-1.132, 0.880, 1.886], [-1.163, 3.154, 1.226], [-2.774, 2.440, 1.023], [-2.823, 4.394, -0.777], [-2.591, 4.721, -3.238], [-1.227, 3.067, -4.539], [-0.178, 1.186, -3.322], [4.781, -0.471, 4.974], [3.497, -0.374, 3.599], [3.737, 0.484, 2.501], [2.793, 0.497, 1.513], [1.648, -0.225, 1.526], [1.407, -1.029, 2.619], [2.367, -1.119, 3.668], [0.172, -1.718, 2.636], [-0.255, -2.561, 3.705], [-1.489, -3.119, 3.655], [-2.083, -4.233, 5.052], [-2.358, -2.878, 2.563], [-1.870, -2.087, 1.562], [-0.649, -1.515, 1.552], [4.628, 1.088, 2.427], [2.940, 1.106, 0.630], [2.201, -1.769, 4.514], [0.388, -2.750, 4.551], [-3.347, -3.306, 2.508], [-2.489, -1.882, 0.695], [-0.914, -2.016, -1.819], [-1.660, -1.342, -2.879], [-1.139, -1.187, -4.178], [-1.789, -0.430, -5.135], [-2.992, 0.204, -4.828], [-3.555, 0.032, -3.564], [-2.903, -0.730, -2.618], [-3.625, 1.072, -5.792], [-4.109, 1.798, -6.544], [-0.181, -2.724, -2.216], [-1.562, -2.549, -1.121], [-0.204, -1.673, -4.433], [-1.362, -0.318, -6.124], [-4.498, 0.509, -3.326], [-3.349, -0.849, -1.635], [4.476, 0.254, -1.818], [3.110, 0.087, -2.495], [2.865, -1.403, -2.751], [3.123, 0.829, -3.836], [2.020, 0.633, -1.598], [5.281, -0.131, -2.452], [4.516, -0.282, -0.867], [4.686, 1.308, -1.618], [3.644, -1.855, -3.373], [1.906, -1.563, -3.250], [2.851, -1.962, -1.808], [3.909, 0.440, -4.491], [3.301, 1.897, -3.686], [2.168, 0.716, -4.357], [2.178, 1.720, -1.466]], "homo_lumo_gap_ev": [6.955, 5.535], "homo_ev": [-7.26, -5.63], "max_force_ev_per_a": 1.0, "lumo_ev": [-0.31, -0.10], "de_lowest_kcal_mol": 23.8}



# 2
{"formula": "C2H4Cl3OP", "method": "the ωB97M-V functional and the def2-TZVPD basis", "elements": ["C", "C", "O", "P", "Cl", "Cl", "Cl", "H", "H", "H", "H"], "xyz": [[1.920, 0.376, -0.283], [-0.428, -0.993, 0.507], [-0.690, 1.651, 0.902], [-1.159, 0.514, 0.163], [-0.634, -2.388, -0.532], [-3.082, 0.183, 0.541], [-1.292, 0.632, -1.885], [1.714, 1.318, 0.095], [1.245, 0.177, -1.156], [2.605, -0.309, 0.151], [-0.199, -1.161, 1.498]], "homo_lumo_gap_ev": [7.608, 9.342], "homo_ev": [-9.27, -9.68], "max_force_ev_per_a": 3.2, "lumo_ev": [-1.66, -0.34], "de_lowest_kcal_mol": 80.8}



# 3
{"formula": "C4H13N2O2", "method": "the ωB97M-V functional and the def2-TZVPD basis", "elements": ["N", "C", "C", "N", "C", "C", "O", "H", "H", "H", "H", "H", "H", "H", "H", "H", "H", "H", "H", "H", "O"], "xyz": [[0.857, 0.442, 0.845], [-0.539, 0.911, 0.576], [-1.658, -0.221, 0.387], [-1.460, -0.782, -0.975], [-1.169, -2.173, -1.164], [0.205, -2.382, -1.774], [1.136, -1.931, -1.154], [1.519, 1.268, 0.753], [1.382, -0.192, 0.222], [0.874, 0.047, 1.784], [-0.779, 1.474, 1.479], [-0.561, 1.557, -0.299], [-2.642, 0.214, 0.392], [-1.468, -1.043, 1.061], [-1.820, -0.207, -1.748], [-1.161, -2.844, -0.270], [-1.934, -2.548, -1.892], [0.502, -2.846, -2.745], [2.222, 4.140, 1.710], [3.700, 3.709, 1.336], [2.791, 3.405, 1.477]], "homo_lumo_gap_ev": [9.756, 5.529], "homo_ev": [-17.55, -17.55], "max_force_ev_per_a": 3.5, "charge": 2, "lumo_ev": [-7.80, -12.02], "multiplicity": 2, "de_lowest_kcal_mol": 22.8}



# 4
{"formula": "H13NO5", "method": "the ωB97M-V functional and the def2-TZVPD basis", "elements": ["N", "H", "H", "H", "H", "H", "O", "H", "H", "O", "H", "H", "O", "H", "H", "O", "H", "H", "O"], "xyz": [[1.093, 0.318, 2.255], [0.597, 1.154, 2.589], [0.469, -0.462, 2.017], [2.015, -0.058, 2.001], [-2.091, 2.367, -1.050], [-0.772, 1.538, -1.070], [-1.696, 1.533, -1.327], [1.799, 0.010, -1.293], [2.023, -1.055, -2.372], [1.507, -0.855, -1.584], [1.053, 2.573, -0.817], [0.684, 1.140, 0.917], [0.796, 1.861, -0.200], [-1.641, -0.414, -0.852], [-0.275, -1.058, -1.336], [-1.135, -1.241, -0.907], [-0.986, -2.500, 2.138], [-0.912, -1.715, 0.894], [-0.566, -1.688, 1.826]], "homo_lumo_gap_ev": [10.302, 4.812], "homo_ev": [-14.65, -14.64], "max_force_ev_per_a": 5.2, "charge": 1, "lumo_ev": [-4.35, -9.83], "multiplicity": 2, "de_lowest_kcal_mol": 58.7}



# 5
{"formula": "C22H22ClN4O3PdSSe", "method": "the ωB97M-V functional and the def2-TZVPD basis", "elements": ["Pd", "Cl", "C", "C", "C", "C", "O", "C", "C", "O", "C", "H", "H", "H", "H", "C", "N", "C", "C", "C", "O", "H", "H", "H", "H", "H", "H", "H", "H", "H", "Se", "N", "C", "C", "C", "C", "C", "C", "N", "H", "H", "H", "H", "S", "C", "N", "C", "C", "C", "C", "H", "H", "H", "H", "H"], "xyz": [[1.255, 0.534, -0.346], [5.387, 0.588, 5.567], [4.190, 0.413, 4.329], [2.853, 0.197, 4.695], [1.881, 0.060, 3.742], [2.190, 0.138, 2.360], [1.195, -0.010, 1.531], [3.550, 0.341, 1.999], [4.043, 0.346, 0.647], [3.400, 0.203, -0.394], [4.531, 0.480, 3.006], [2.593, 0.147, 5.742], [0.851, -0.100, 4.022], [5.130, 0.467, 0.538], [5.560, 0.635, 2.716], [0.252, -5.052, -1.015], [-0.274, -3.699, -0.868], [-1.678, -3.518, -0.526], [0.476, -2.604, -0.987], [1.941, -2.702, -1.275], [-0.050, -1.480, -0.838], [-0.587, -5.743, -1.022], [0.909, -5.315, -0.185], [0.786, -5.166, -1.957], [-2.144, -4.494, -0.437], [-2.193, -2.950, -1.301], [-1.773, -2.984, 0.420], [2.308, -3.712, -1.416], [2.481, -2.242, -0.444], [2.155, -2.103, -2.163], [0.440, 3.892, -0.353], [0.083, 2.213, 0.133], [-1.193, 2.136, 0.487], [-1.869, 0.960, 0.938], [-3.187, 1.057, 1.237], [-3.916, 2.290, 1.114], [-3.308, 3.425, 0.699], [-1.912, 3.376, 0.377], [-1.215, 4.419, -0.039], [-1.314, 0.036, 1.055], [-3.715, 0.185, 1.598], [-4.964, 2.301, 1.376], [-3.829, 4.366, 0.610], [1.242, 1.160, -2.573], [-0.456, 1.395, -2.831], [-1.343, 0.504, -2.327], [-2.678, 0.643, -2.412], [-3.219, 1.717, -3.065], [-2.343, 2.648, -3.640], [-0.981, 2.493, -3.528], [-0.954, -0.310, -1.822], [-3.263, -0.132, -1.939], [-4.289, 1.825, -3.132], [-2.738, 3.509, -4.160], [-0.295, 3.216, -3.942]], "homo_lumo_gap_ev": 6.489, "homo_ev": -10.35, "max_force_ev_per_a": 0.7, "charge": 1, "lumo_ev": -3.86, "de_lowest_kcal_mol": 7.1}



# 6
{"formula": "C3H6BNO2", "method": "the ωB97M-V functional and the def2-TZVPD basis", "elements": ["B", "C", "C", "C", "N", "O", "O", "H", "H", "H", "H", "H", "H"], "xyz": [[-0.194, 1.231, -0.455], [0.525, 0.314, 1.856], [0.069, -2.355, -0.095], [0.797, 0.572, 0.536], [0.302, 0.092, 2.970], [-1.398, 1.659, -0.002], [0.231, 1.362, -1.742], [-0.453, -2.370, 0.838], [1.081, -2.688, -0.142], [-0.441, -2.066, -0.988], [1.801, 0.340, 0.209], [-1.962, 2.115, -0.624], [-0.358, 1.794, -2.362]], "homo_lumo_gap_ev": [7.463, 9.362], "homo_ev": [-8.98, -9.39], "max_force_ev_per_a": 1.0, "lumo_ev": [-1.52, -0.02], "de_lowest_kcal_mol": 66.8}



no.,E_tot (Eh)
1,-6603.08007
2,-1875.72049
3,-419.46646
4,-438.30767
5,-4683.78936
6,-347.97990